The following is a quantum chemistry calculation of C5H8HgMgO5 as an isolated structure, from OMol25.

Properties
Total charge: +1
Expectation value of S²: 0.7525
HOMO level (spin up / spin down): -0.4539 / -0.4541 Eh
E_LUMO (spin up / spin down): -0.169 / -0.192 Ha
2S+1: 2
Gap between HOMO and LUMO (spin up / spin down): 7.75 / 7.13 eV

Geometry as XYZ:
```
20
Properties=species:S:1:pos:R:3:forces:R:3:nbo_charge:R:1
C 3.284 -0.368 -0.204 -2.461 0.319 -0.281 0.699
O 4.500 -0.438 -0.498 -4.087 4.903 -1.964 -0.844
O 2.661 0.699 -0.003 0.694 -1.090 -0.039 -0.778
Hg 5.819 -1.588 0.021 5.527 -4.726 2.026 0.858
O 0.381 -0.407 1.807 -0.258 0.162 -0.301 -0.984
C -0.741 -1.153 1.874 0.488 -0.449 -0.243 -0.156
C -1.604 -1.041 0.684 -0.711 0.696 0.492 0.493
O -1.237 -0.156 -0.124 0.385 -0.603 0.361 -0.440
C -1.908 0.466 -1.260 -0.368 0.064 -0.767 -0.100
C -1.498 1.939 -1.136 -0.089 0.372 0.030 -0.069
O -0.160 2.061 -0.833 0.040 -0.587 0.411 -1.038
Mg 0.745 0.940 0.438 -0.042 0.315 -0.172 1.821
H -1.442 -0.909 2.713 0.014 -0.005 -0.152 0.241
H -0.577 -2.250 2.009 0.040 0.188 0.101 0.224
H -2.576 -1.537 0.561 0.256 -0.028 -0.092 0.205
H 2.711 -1.333 -0.247 0.283 0.544 0.347 0.104
H -2.984 0.270 -1.193 0.202 0.012 -0.027 0.207
H -1.457 -0.010 -2.138 -0.123 0.125 0.187 0.218
H -2.151 2.405 -0.370 0.113 -0.096 -0.166 0.154
H -1.766 2.409 -2.102 0.096 -0.116 0.249 0.186
```
Positions in Å, forces in eV/Å.


The following is a quantum chemistry calculation of C20H19IN2W as an isolated structure, from OMol25.

Properties
Total charge: +2
Expectation value of S²: 2.0316
HOMO level (spin up / spin down): -0.5110 / -0.5258 Eh
E_LUMO (spin up / spin down): -0.337 / -0.325 Ha
2S+1: 3
Gap between HOMO and LUMO (spin up / spin down): 4.74 / 5.46 eV
ΔE to the lowest compared entry with this formula, charge and spin: 0.00 kcal per mole

Geometry as XYZ:
```
43
Properties=species:S:1:pos:R:3:forces:R:3:nbo_charge:R:1
C 3.172 0.659 2.838 0.026 1.350 -0.210 -0.617
C 2.991 -0.817 2.934 -0.216 -1.125 0.320 -0.615
H 4.212 0.930 2.865 0.525 0.146 -0.017 0.224
H 2.728 1.133 3.709 -0.098 0.307 -0.041 0.216
H 2.779 1.161 1.928 -0.075 -0.468 0.440 0.178
H 2.648 -1.261 2.021 -0.324 -0.241 -0.735 0.182
H 3.924 -1.354 3.145 -0.283 0.212 0.304 0.229
H 2.233 -1.058 3.693 0.392 -0.180 -0.127 0.206
C 0.483 2.525 -2.131 -0.498 -1.317 -1.297 0.100
C 1.106 3.277 -3.091 0.297 0.685 0.075 -0.207
C 1.175 2.800 -4.399 -0.372 -0.042 0.004 -0.045
C 0.686 1.530 -4.729 -0.186 -0.720 -0.368 -0.181
H 0.418 2.801 -1.073 -0.119 -0.032 -0.385 0.257
H 1.577 4.219 -2.800 -0.257 -0.242 -0.239 0.279
H 1.614 3.432 -5.172 0.045 -0.311 0.175 0.274
H 0.850 1.110 -5.718 -0.059 0.283 0.057 0.262
N -0.019 1.285 -2.493 -0.648 2.299 -2.211 -0.545
C 0.088 0.722 -3.773 0.728 1.877 1.536 0.210
C -0.046 -0.753 -3.746 0.230 -1.953 1.630 0.199
N -0.280 -1.225 -2.447 -0.591 -2.195 -2.228 -0.527
C -0.043 -2.520 -2.029 -0.314 1.231 -1.410 0.090
C 0.579 -3.034 -4.272 -0.217 -0.233 -0.039 -0.063
C 0.350 -3.447 -2.962 -0.005 -0.509 0.070 -0.198
H -0.101 -2.714 -0.954 -0.254 -0.006 -0.341 0.257
H 0.519 -4.475 -2.643 0.010 0.225 -0.206 0.277
C 0.430 -1.699 -4.646 -0.201 1.013 -0.368 -0.173
H 0.758 -1.351 -5.621 -0.185 -0.275 0.002 0.260
H 0.897 -3.773 -5.008 0.052 0.302 0.159 0.272
W 0.077 0.030 -1.039 2.698 -0.108 4.384 1.537
I 2.687 -0.291 -1.932 -0.208 -0.007 1.477 -0.199
C -0.942 0.009 0.667 -0.712 -0.176 1.593 -0.652
C -1.519 -0.036 1.785 0.416 0.171 -1.695 0.344
C -2.318 0.011 2.950 -0.387 -0.061 0.715 -0.248
C -3.712 0.245 2.814 -0.155 0.183 0.244 -0.122
C -4.507 0.437 3.950 0.339 -0.125 -0.194 -0.206
C -3.950 0.370 5.234 0.209 -0.030 -0.449 -0.128
C -2.586 0.085 5.374 -0.003 -0.075 -0.260 -0.194
C -1.775 -0.112 4.256 -0.105 0.193 -0.111 -0.127
H -4.165 0.295 1.821 0.215 0.032 0.351 0.230
H -5.569 0.646 3.832 0.265 -0.089 -0.024 0.244
H -4.579 0.537 6.116 0.301 -0.084 -0.381 0.246
H -2.154 0.022 6.369 -0.018 -0.042 -0.198 0.243
H -0.718 -0.346 4.376 -0.258 0.134 -0.002 0.233
```
Positions in Å, forces in eV/Å.


The following is a quantum chemistry calculation of one molecule with the formula C2H3N3O, from OMol25.

Properties
SMILES: [H]/N=c1\[nH]nco1
HOMO level: -0.3310 Eh
E_LUMO: 0.030 Ha
Gap between HOMO and LUMO: 9.82 eV
ΔE to the lowest compared entry with this formula, charge and spin: 39.48 kcal per mole

Geometry as XYZ:
```
9
Properties=species:S:1:pos:R:3:forces:R:3:nbo_charge:R:1
H 0.196 -2.606 0.053 -0.077 1.475 -0.952 0.367
N -0.074 -1.858 -0.636 -0.404 -3.286 0.536 -0.730
C -0.105 -0.689 -0.262 1.714 1.912 1.758 0.638
N 0.527 0.044 0.804 -0.739 -2.167 1.426 -0.501
N 0.255 1.429 0.722 -0.734 -2.014 -2.623 -0.254
C -0.312 1.455 -0.462 0.742 1.092 2.564 0.300
O -0.621 0.281 -1.061 0.266 1.342 -0.240 -0.432
H 0.606 -0.473 1.735 -0.161 1.605 -1.733 0.407
H -0.472 2.416 -0.894 -0.607 0.042 -0.736 0.203
```
Positions in Å, forces in eV/Å.


The following is a quantum chemistry calculation of C35H32GaN5O8S3 as an isolated structure, from OMol25.

Properties
HOMO level: -0.2838 Eh
E_LUMO: -0.042 Ha
Gap between HOMO and LUMO: 6.58 eV

Geometry as XYZ:
```
84
Properties=species:S:1:pos:R:3:forces:R:3:nbo_charge:R:1
Ga 0.355 1.180 -0.771 0.671 -0.795 0.767 1.591
C -4.070 -0.909 1.947 -0.194 0.166 0.175 -0.253
O -3.200 -1.547 1.040 0.100 -0.504 -0.385 -0.496
C -3.232 -2.904 0.960 0.044 0.104 -0.096 0.275
C -4.101 -3.713 1.684 0.002 0.212 0.102 -0.281
C -4.078 -5.088 1.534 0.052 -0.028 -0.070 -0.180
C -3.200 -5.684 0.649 -0.068 -0.065 -0.061 -0.233
C -2.334 -4.893 -0.084 -0.011 0.123 0.132 -0.202
C -2.327 -3.514 0.072 -0.055 -0.009 0.272 0.125
N -1.443 -2.748 -0.727 -0.111 0.103 -0.336 -0.619
C -0.670 -1.709 -0.318 0.125 -0.102 0.408 0.692
N -0.484 -1.571 0.989 -0.038 -0.570 -0.293 -0.562
C 0.210 -0.591 1.701 0.389 0.306 0.478 0.142
C 0.505 0.687 1.242 -0.257 0.447 -1.258 -0.528
C 1.113 1.570 2.130 0.100 0.120 0.126 -0.248
C 1.486 1.168 3.399 -0.084 0.139 -0.091 -0.184
C 1.235 -0.118 3.840 -0.088 -0.222 -0.094 -0.249
C 0.567 -0.998 3.008 -0.145 0.397 -0.216 0.302
O 0.164 -2.245 3.354 -0.105 0.140 -0.322 -0.526
C 0.729 -2.812 4.530 0.322 -0.219 0.256 -0.276
N -0.108 -0.887 -1.190 0.063 0.930 0.040 -0.754
C 0.007 -1.253 -2.528 -0.134 0.165 -0.361 0.171
C 0.449 -2.495 -2.987 0.075 0.185 -0.049 -0.275
C 0.646 -2.703 -4.343 -0.013 -0.056 -0.119 -0.206
C 0.413 -1.684 -5.252 -0.086 -0.028 -0.018 -0.214
C -0.035 -0.445 -4.815 0.075 0.144 0.168 -0.245
C -0.231 -0.235 -3.461 0.001 -0.443 0.119 0.230
O -0.678 0.953 -2.917 0.634 -0.528 -0.191 -0.542
C -1.861 1.447 -3.542 -0.643 0.371 -0.251 -0.246
H -3.869 0.156 1.848 -0.009 -0.040 0.043 0.212
H -3.874 -1.226 2.975 0.008 0.014 -0.022 0.185
H -5.115 -1.103 1.694 -0.020 0.002 0.018 0.179
H -4.809 -3.273 2.366 -0.041 0.084 0.077 0.226
H -4.762 -5.688 2.112 -0.073 -0.089 0.069 0.221
H -3.188 -6.756 0.529 0.011 -0.101 -0.026 0.223
H -1.647 -5.340 -0.787 0.127 -0.021 -0.030 0.219
H -1.540 -2.854 -1.728 0.018 0.059 0.155 0.418
H -0.753 -2.346 1.586 -0.154 0.018 -0.128 0.443
H 1.347 2.578 1.821 -0.001 -0.068 0.024 0.216
H 1.996 1.860 4.051 0.080 0.053 0.061 0.217
H 1.590 -0.436 4.804 0.012 -0.083 0.126 0.240
H 0.386 -3.843 4.545 -0.015 0.009 0.061 0.189
H 0.380 -2.294 5.427 -0.110 0.017 -0.044 0.163
H 1.820 -2.773 4.455 -0.289 -0.088 0.153 0.265
H 0.664 -3.283 -2.279 0.024 -0.032 0.056 0.233
H 0.991 -3.663 -4.698 0.025 -0.050 0.043 0.226
H 0.562 -1.854 -6.307 0.037 -0.003 -0.064 0.225
H -0.219 0.345 -5.526 -0.061 0.130 -0.037 0.232
H -2.482 1.904 -2.774 0.025 -0.260 -0.149 0.208
H -2.412 0.623 -4.006 0.131 0.057 0.131 0.192
H -1.621 2.208 -4.287 0.014 -0.166 0.106 0.208
O -2.012 4.243 -3.057 0.059 0.227 0.020 -0.932
S -2.033 4.068 -1.632 -0.267 0.066 -0.143 2.290
O -3.223 3.517 -1.056 0.117 0.175 0.274 -0.910
N -0.693 3.152 -1.158 -0.426 0.154 0.117 -0.883
C 0.247 3.971 -0.728 0.656 -0.368 -0.182 0.114
S 1.786 3.390 -0.501 0.183 -0.143 0.079 -0.117
C -0.128 5.363 -0.539 -0.487 0.846 0.257 -0.054
C 0.656 6.398 -0.044 -0.189 -0.259 -0.200 -0.159
C 0.106 7.669 -0.012 0.041 0.061 0.030 -0.194
C -1.182 7.909 -0.474 -0.040 -0.176 -0.024 -0.175
C -1.975 6.869 -0.947 -0.256 0.079 -0.049 -0.171
C -1.439 5.604 -0.934 0.614 -0.663 -0.007 -0.301
H 1.665 6.206 0.287 0.077 -0.011 0.020 0.242
H 0.696 8.490 0.367 0.050 0.094 0.021 0.227
H -1.567 8.919 -0.476 -0.062 0.032 0.031 0.228
H -2.970 7.046 -1.325 -0.107 0.051 0.008 0.238
N 2.327 0.690 -1.939 -0.482 0.214 0.190 -0.860
C 3.068 0.030 -0.896 0.336 -0.129 0.247 0.173
C 3.024 -1.354 -0.787 0.023 0.034 0.019 -0.275
C 3.591 -1.967 0.317 -0.080 -0.020 -0.423 -0.168
C 4.187 -1.198 1.291 0.196 -0.178 0.903 -0.299
C 4.290 0.168 1.159 0.108 0.111 -0.171 -0.175
C 3.750 0.790 0.047 -0.092 -0.066 -0.252 -0.271
S 4.645 -1.994 2.847 -0.212 0.016 -0.188 2.428
O 3.307 -2.324 3.351 0.428 -0.099 -0.030 -1.060
O 5.325 -0.976 3.625 0.006 -0.038 -0.115 -1.006
O 5.437 -3.151 2.472 -0.097 0.143 0.039 -0.998
H 2.787 1.571 -2.172 -0.330 -0.207 -0.128 0.412
H 2.260 0.101 -2.767 -0.031 0.158 0.091 0.406
H 2.557 -1.939 -1.568 -0.056 -0.039 -0.017 0.202
H 3.586 -3.039 0.438 -0.085 -0.148 -0.025 0.240
H 4.799 0.721 1.932 0.030 0.112 0.090 0.252
H 3.852 1.858 -0.090 0.014 0.043 0.061 0.209
```
Positions in Å, forces in eV/Å.


For each record above, in turn, the calculated E values are -924.74529 -1247.08263 -317.46941 -5347.99077 a.u..